Density functional theory data (the ωB97M-V functional and the def2-TZVPD basis) for a structure of composition C25H20Cl2NO2STeTl.

```
53
C25H20Cl2NO2STeTl | the OMol25 dataset | the ωB97M-V functional and the def2-TZVPD basis
Tl 1.50 -1.59 -1.57
Cl -1.05 2.77 -0.38
C -1.70 1.19 -0.26
C -3.08 1.01 -0.33
C -3.62 -0.24 -0.16
Cl -5.33 -0.42 -0.13
C -2.81 -1.38 0.02
C -3.29 -2.68 0.24
C -2.41 -3.72 0.40
C -1.04 -3.45 0.28
N -0.54 -2.25 0.07
C -1.40 -1.20 -0.01
C -0.86 0.10 -0.13
O 0.51 0.25 0.17
H -3.72 1.88 -0.47
H -4.36 -2.84 0.27
H -2.75 -4.72 0.60
H -0.32 -4.26 0.35
O -0.20 0.49 2.30
C 0.69 0.32 1.51
S -0.90 -0.76 -2.97
C -0.46 -0.19 -4.55
C 0.88 -0.09 -4.94
C 1.21 0.30 -6.23
C 0.22 0.60 -7.14
C -1.11 0.55 -6.75
C -1.45 0.17 -5.47
H 1.66 -0.33 -4.22
H 2.25 0.36 -6.51
H 0.47 0.87 -8.15
H -1.90 0.81 -7.45
H -2.48 0.13 -5.16
C 7.98 0.26 -1.06
C 6.62 0.15 -0.45
C 6.05 -1.08 -0.16
C 4.81 -1.18 0.48
C 4.29 -2.56 0.75
C 4.15 -0.01 0.85
Te 2.60 -0.07 2.35
C 4.69 1.23 0.52
C 3.99 2.51 0.87
C 5.91 1.30 -0.13
H 8.31 -0.69 -1.47
H 8.71 0.57 -0.30
H 7.98 1.02 -1.84
H 6.58 -1.98 -0.43
H 4.23 -3.13 -0.17
H 3.30 -2.53 1.22
H 4.97 -3.09 1.42
H 2.95 2.48 0.54
H 4.49 3.35 0.41
H 3.99 2.66 1.95
H 6.33 2.26 -0.38
```

Computed properties:
E_HOMO, eV: -6.8
Frontier orbital gap, eV: 6.13
Molecular weight, g mol⁻¹: 801.40
DFT total energy, Ha: -2928.97751